1.
ORCA calculation (ωB97M-V with the def2-TZVPD basis set) on a molecular structure, C37H33F3N4OPbSbSe.

Structure (XYZ):
```
81
Properties=species:S:1:pos:R:3:forces:R:3
Pb -0.904 -0.710 1.888 -0.208 0.198 -0.140
C -5.494 0.858 1.922 -0.015 0.025 -0.007
C -4.026 0.697 2.188 0.013 0.050 -0.007
N -3.144 0.543 1.269 0.125 -0.156 -0.016
N -3.561 0.511 -0.031 -0.027 -0.014 0.180
C -2.550 0.297 -0.867 0.176 0.021 -0.009
O -1.329 0.151 -0.597 -0.113 0.006 0.174
C -2.950 0.200 -2.311 -0.043 -0.027 -0.011
C -4.220 -0.226 -2.689 -0.006 0.038 -0.012
C -4.535 -0.380 -4.031 -0.026 -0.005 0.013
C -3.588 -0.104 -5.009 0.000 -0.002 -0.023
C -2.324 0.333 -4.639 -0.006 -0.007 -0.003
C -2.010 0.480 -3.296 0.039 -0.015 0.002
C -3.539 0.709 3.589 0.022 0.036 -0.145
C -4.406 0.968 4.649 0.037 -0.003 -0.017
C -3.912 0.992 5.943 0.054 -0.011 0.002
C -2.565 0.760 6.154 -0.023 0.005 -0.025
C -1.768 0.500 5.050 0.012 -0.014 0.053
N -2.234 0.467 3.804 -0.073 -0.130 -0.007
H -5.673 0.795 0.854 0.017 -0.008 -0.001
H -5.858 1.823 2.284 0.014 0.010 0.003
H -6.068 0.080 2.432 0.007 -0.007 0.000
H -4.947 -0.438 -1.916 0.001 -0.007 0.002
H -5.522 -0.724 -4.315 0.001 0.000 -0.008
H -3.835 -0.234 -6.055 0.002 0.005 -0.002
H -1.575 0.548 -5.391 0.005 0.006 -0.010
H -1.026 0.815 -2.997 -0.021 -0.011 0.006
H -5.455 1.143 4.460 -0.006 0.015 -0.010
H -4.577 1.186 6.776 -0.005 -0.003 0.000
H -2.121 0.746 7.139 -0.008 0.015 0.002
H -0.717 0.288 5.179 -0.022 0.033 0.000
F 7.865 0.202 -1.116 0.027 0.000 -0.002
C 6.516 0.230 -1.209 -0.037 -0.006 -0.008
C 5.861 -0.884 -1.699 0.051 0.032 0.019
C 4.479 -0.847 -1.788 -0.025 -0.061 -0.041
C 3.756 0.280 -1.401 0.001 0.005 0.020
C 4.459 1.376 -0.911 0.007 0.051 0.057
C 5.846 1.365 -0.809 0.038 -0.041 -0.004
Sb 1.611 0.431 -1.551 -0.041 0.016 -0.063
C 1.559 -0.110 -3.640 0.042 -0.082 -0.001
C 1.470 0.927 -4.566 -0.038 0.087 0.016
C 1.451 0.687 -5.933 0.000 -0.034 -0.045
C 1.514 -0.622 -6.363 0.003 -0.001 0.025
F 1.489 -0.873 -7.692 -0.004 -0.013 -0.032
C 1.600 -1.683 -5.486 -0.002 0.020 -0.025
C 1.624 -1.414 -4.124 0.029 -0.002 -0.016
C 1.258 -1.546 -0.805 -0.056 -0.012 -0.016
C 1.992 -2.058 0.262 0.031 0.077 0.032
C 1.686 -3.290 0.827 -0.038 -0.038 -0.015
C 0.647 -4.015 0.282 0.010 0.069 -0.034
F 0.343 -5.218 0.808 -0.010 -0.090 0.041
C -0.104 -3.549 -0.779 0.006 -0.016 0.050
C 0.198 -2.303 -1.305 -0.009 0.032 -0.019
H 6.431 -1.754 -1.996 0.002 -0.003 0.001
H 3.959 -1.720 -2.165 -0.007 0.011 0.000
H 3.924 2.261 -0.585 -0.016 -0.005 -0.011
H 6.399 2.210 -0.421 -0.001 0.003 0.002
H 1.405 1.956 -4.225 0.001 -0.012 0.021
H 1.382 1.488 -6.656 0.001 0.004 0.003
H 1.644 -2.695 -5.868 0.002 -0.002 -0.004
H 1.690 -2.246 -3.434 0.002 -0.014 0.009
H 2.811 -1.487 0.686 -0.004 0.009 -0.003
H 2.222 -3.673 1.684 0.013 0.000 0.009
H -0.926 -4.142 -1.158 -0.005 -0.002 -0.001
H -0.419 -1.912 -2.105 -0.006 0.010 0.005
C 0.378 2.897 3.508 -0.029 -0.005 0.021
C 1.144 1.631 3.132 -0.051 0.022 0.049
C 2.636 1.934 3.005 0.035 0.013 -0.021
C 0.586 1.036 1.835 0.041 0.042 0.066
H 0.692 3.284 4.482 0.009 -0.008 0.000
H -0.696 2.712 3.545 -0.016 -0.017 0.004
H 0.549 3.677 2.761 0.020 0.003 -0.008
H 1.042 0.911 3.950 -0.008 -0.001 0.000
H 2.819 2.612 2.166 -0.016 0.023 -0.002
H 3.204 1.019 2.824 -0.005 -0.007 -0.004
H 3.032 2.400 3.912 -0.003 -0.007 0.010
H 1.408 0.601 1.254 0.008 -0.022 0.035
H 0.138 1.815 1.211 0.016 -0.060 -0.042
Se 0.817 -1.668 6.991 -0.052 -0.021 -0.224
C 0.600 -1.686 5.192 0.109 0.035 0.252
N 0.442 -1.625 4.039 0.056 -0.026 -0.089
```
Forces are in eV/Å.

As for the total energy: -4858.2020 hartree. The calculation puts the HOMO-LUMO gap at 7.1 eV. Its relative energy (zero: lowest compared OMol25 entry of this formula, charge and spin) is 0.0 kJ/mol. The molar mass is 1014.6 u. The total charge is -1. Its HOMO energy is -4.8 eV.

***

2.
ORCA calculation (ωB97M-V with the def2-TZVPD basis set) on a molecular structure, C37H34As2N4O5S4Ta.

Structure (XYZ):
```
87
Properties=species:S:1:pos:R:3:forces:R:3
Ta -1.062 1.174 0.004 0.413 -0.687 -0.297
O 0.275 0.991 1.390 -0.246 0.167 -0.570
C 0.813 -0.175 2.024 -0.062 0.115 0.042
C -0.292 -1.073 2.507 -0.002 -0.090 0.194
C -0.225 -1.683 3.749 -0.034 -0.025 -0.076
C -1.259 -2.509 4.149 -0.113 0.171 0.158
C -2.378 -2.733 3.369 0.021 0.043 -0.043
C -2.458 -2.115 2.133 0.083 -0.088 -0.006
C -1.411 -1.307 1.704 -0.003 0.241 0.334
O -1.491 -0.687 0.508 0.026 0.579 -0.093
N -1.170 -3.158 5.470 0.423 -0.699 -0.409
O -2.061 -3.923 5.775 -0.158 0.236 0.148
O -0.157 -2.975 6.113 -0.138 0.248 0.154
H 1.389 0.164 2.889 -0.012 0.054 -0.016
H 0.622 -1.533 4.405 0.005 0.011 0.002
H -3.169 -3.368 3.737 0.001 -0.004 0.006
H -3.325 -2.243 1.499 -0.004 0.032 -0.008
C 1.091 3.222 -3.084 0.074 -0.079 -0.067
As 1.180 2.013 -1.562 -0.083 0.328 0.367
C 2.381 0.630 -2.207 0.004 0.013 -0.038
C 2.247 3.076 -0.345 0.060 -0.108 -0.005
C 3.633 3.002 -0.302 0.047 0.052 -0.038
C 4.338 3.743 0.638 0.014 -0.020 -0.026
C 3.660 4.556 1.531 -0.047 0.025 0.014
C 2.274 4.642 1.481 0.031 0.085 -0.039
C 1.562 3.909 0.541 -0.015 -0.041 0.095
As -0.375 3.866 0.498 -0.078 -0.267 -0.016
C -0.903 5.240 -0.775 -0.086 0.057 0.114
C -0.920 4.661 2.169 0.066 0.014 0.017
H 2.113 3.392 -3.422 -0.009 0.003 0.003
H 0.664 4.170 -2.772 -0.025 0.005 0.015
H 0.507 2.811 -3.904 -0.002 -0.010 0.016
H 3.080 0.350 -1.423 -0.012 -0.016 0.005
H 2.929 1.010 -3.067 0.017 -0.005 0.017
H 1.809 -0.247 -2.503 -0.023 0.018 -0.002
H 4.179 2.372 -0.993 -0.024 -0.019 0.000
H 5.417 3.678 0.674 0.001 -0.002 0.001
H 4.206 5.123 2.272 0.007 0.004 -0.007
H 1.760 5.283 2.187 -0.011 -0.018 0.001
H -0.146 6.022 -0.805 -0.009 0.004 -0.030
H -1.847 5.662 -0.430 0.009 -0.012 0.023
H -1.072 4.814 -1.759 0.039 -0.025 -0.008
H -0.544 5.681 2.233 0.007 -0.012 0.000
H -0.552 4.066 3.002 -0.003 -0.014 -0.008
H -2.008 4.673 2.192 0.005 0.008 -0.010
O -6.698 5.337 0.103 -0.169 -0.153 -0.023
C -5.812 4.542 0.063 0.344 0.315 0.043
S -5.107 3.776 1.517 -0.075 -0.063 -0.017
C -3.864 2.888 0.670 0.139 0.158 0.095
C -3.789 3.038 -0.660 0.124 0.098 -0.050
S -2.638 2.180 -1.656 -0.076 -0.023 0.298
S -4.942 4.098 -1.431 -0.095 -0.047 0.014
S -2.783 1.891 1.611 -0.154 -0.351 -0.232
N -2.434 -8.367 -4.863 0.000 -0.001 0.001
C -2.253 -7.269 -4.577 -0.013 -0.061 -0.020
C -2.024 -5.897 -4.220 0.008 0.043 0.028
C -2.331 -5.454 -2.936 0.009 -0.001 -0.013
C -2.114 -4.133 -2.590 -0.049 0.030 -0.038
C -1.575 -3.263 -3.528 -0.011 -0.027 -0.009
C -1.267 -3.695 -4.810 0.051 -0.029 0.027
C -1.497 -5.014 -5.157 -0.003 0.020 0.006
N -1.334 -1.899 -3.172 0.037 0.001 -0.029
C -1.294 -0.814 -4.026 -0.013 -0.069 0.009
C -1.019 0.257 -3.253 0.260 0.166 -0.047
N -0.874 -0.135 -1.930 -0.663 -0.348 -0.114
C -1.086 -1.446 -1.937 0.291 0.021 0.011
H -2.754 -6.142 -2.217 0.000 -0.003 0.002
H -2.393 -3.788 -1.605 -0.002 0.019 0.004
H -0.828 -3.022 -5.532 0.006 0.014 0.003
H -1.259 -5.363 -6.151 0.000 -0.006 -0.001
H -1.500 -0.897 -5.077 -0.017 0.017 -0.011
H -0.939 1.283 -3.562 -0.060 0.009 0.039
H -1.030 -2.092 -1.082 -0.037 0.034 0.059
C 1.776 -0.872 1.056 0.017 -0.047 0.079
C 2.629 -1.884 1.773 -0.016 -0.055 -0.097
C 3.798 -1.486 2.414 0.002 0.014 0.042
C 4.563 -2.403 3.119 0.007 0.008 0.005
C 4.166 -3.731 3.191 -0.007 0.002 -0.008
C 3.002 -4.136 2.556 0.008 -0.008 0.005
C 2.239 -3.217 1.851 -0.002 -0.009 0.019
H 1.204 -1.358 0.258 -0.027 0.061 -0.020
H 2.399 -0.095 0.608 0.034 -0.003 0.054
H 4.113 -0.449 2.364 -0.006 0.001 -0.018
H 5.470 -2.081 3.614 0.005 -0.005 -0.003
H 4.764 -4.447 3.739 -0.005 0.000 0.010
H 2.685 -5.170 2.611 0.002 -0.002 -0.004
H 1.326 -3.539 1.362 0.000 0.010 -0.012
```
Forces are in eV/Å.

As for the total energy: -8146.7437 hartree. The calculation puts the HOMO-LUMO gap at 6.6 eV. Its relative energy (zero: lowest compared OMol25 entry of this formula, charge and spin) is 0.0 kJ/mol. The molar mass is 1073.8 u. The total charge is +1. Its HOMO energy is -10.2 eV.

***

Among the records above, which one has the lowest HOMO-LUMO gap?
C37H34As2N4O5S4Ta